1.
80
Properties=species:S:1:pos:R:3:forces:R:3:mulliken_charge:R:1 method="wB97M-V/def2-TZVPD" relative_energy_kj_mol=0.0 multiplicity=6 fmax_ev_per_a=0.34 e_lumo_ha="-0.0737 / -0.1831" charge=+1 mol_weight_g_mol=973.50
Ru -0.0076 0.4456 -0.4204 0.314 -0.104 0.096 -0.3656
C -1.2772 3.0676 3.9526 -0.078 0.091 0.046 -0.8454
S -1.9815 1.4195 3.7937 0.038 -0.019 0.028 -0.0469
C -1.3912 0.9083 2.2314 -0.023 -0.132 -0.047 0.4329
S -0.0389 1.7523 1.4360 -0.053 0.128 0.000 -0.5087
N -1.9446 -0.1465 1.7484 -0.102 0.064 -0.039 -1.5304
N -1.4302 -0.5494 0.5529 0.035 -0.057 0.115 2.0373
C -1.9799 -1.5740 -0.1220 -0.011 0.028 0.060 -2.0369
C -1.3714 -1.9380 -1.3258 0.061 0.036 -0.022 1.3181
C -1.7969 -3.0401 -2.1091 -0.004 -0.011 -0.024 -1.4228
C -1.1187 -3.3673 -3.2443 -0.020 -0.011 0.004 -0.3070
C 0.0008 -2.5971 -3.6374 0.010 0.003 -0.015 -1.1133
C 0.3577 -1.5256 -2.8678 -0.034 0.011 0.025 -0.4930
N -0.2922 -1.1694 -1.7414 -0.136 -0.007 -0.059 1.0538
H -1.6937 3.4552 4.8814 0.032 0.015 -0.006 0.4112
H -1.5940 3.7070 3.1316 0.001 -0.021 -0.011 0.2534
H -0.1934 3.0447 4.0284 0.000 -0.022 0.002 0.2694
H -2.8554 -2.0754 0.2697 0.010 0.015 0.004 0.7431
H -2.6571 -3.6080 -1.7795 0.009 -0.006 0.006 0.5389
H -1.4325 -4.2119 -3.8431 0.003 0.001 0.002 0.4622
H 0.5605 -2.8308 -4.5307 -0.005 -0.001 0.000 0.4742
H 1.1922 -0.8958 -3.1486 0.007 0.008 0.005 0.1721
C 3.1025 3.0270 -0.2388 -0.004 0.015 0.013 -1.5039
Sb 2.5086 1.1546 -1.0332 -0.039 0.016 -0.040 1.4123
C 2.9371 1.4046 -3.1114 0.031 0.011 -0.020 -1.7604
C 4.1902 -0.0969 -0.5439 0.027 0.025 0.012 -1.4299
C 4.6223 -0.0475 0.8944 0.001 0.001 -0.015 0.9380
C 5.4024 1.0303 1.3155 -0.001 -0.008 -0.009 -0.5654
C 5.8416 1.1440 2.6225 -0.007 -0.009 0.007 -0.7591
C 5.5090 0.1567 3.5390 0.002 0.004 -0.012 -0.7196
C 4.7522 -0.9274 3.1301 -0.010 -0.007 0.002 -0.7208
C 4.2984 -1.0543 1.8164 -0.004 -0.005 -0.013 0.5440
C 3.4526 -2.2378 1.4511 0.028 0.029 0.057 -1.5176
Sb 1.3837 -1.6004 1.4119 -0.007 -0.060 -0.103 0.7742
C 0.3702 -3.4763 1.4909 0.030 -0.017 0.020 -1.3013
C 1.2406 -1.0613 3.4641 0.001 0.003 -0.005 -1.4282
H 3.2763 2.9172 0.8303 -0.009 0.000 0.002 0.4221
H 2.2933 3.7395 -0.3931 0.003 0.000 -0.011 0.4447
H 4.0098 3.3854 -0.7220 0.003 -0.012 -0.006 0.4691
H 3.7333 0.7190 -3.3988 -0.014 -0.012 0.005 0.5748
H 3.2778 2.4233 -3.2948 0.009 -0.009 0.010 0.4836
H 2.0540 1.2014 -3.7132 0.000 0.004 0.002 0.4174
H 4.9915 0.2661 -1.1899 -0.005 0.010 0.000 0.7151
H 3.9314 -1.1001 -0.8793 -0.002 -0.007 0.005 0.4488
H 5.6832 1.7882 0.5923 0.000 -0.002 0.001 0.4143
H 6.4486 1.9885 2.9197 0.000 -0.001 0.002 0.4256
H 5.8500 0.2225 4.5634 0.001 0.000 0.000 0.4268
H 4.5119 -1.7083 3.8423 -0.001 0.003 -0.004 0.3977
H 3.5382 -3.0198 2.2059 -0.018 0.001 -0.008 0.6712
H 3.7128 -2.6706 0.4859 -0.021 0.003 -0.008 0.5865
H 0.8272 -4.1055 2.2541 0.012 0.010 -0.010 0.5157
H 0.4160 -3.9778 0.5257 -0.005 0.009 -0.002 0.3734
H -0.6711 -3.2937 1.7518 -0.003 0.003 -0.006 0.3605
H 1.7015 -1.8366 4.0757 -0.011 -0.007 -0.010 0.4751
H 0.1923 -0.9532 3.7377 -0.008 0.011 -0.010 0.4439
H 1.7525 -0.1146 3.6254 -0.001 -0.001 0.002 0.3856
N -6.1570 -3.1719 -0.3056 0.043 -0.041 -0.007 -0.5559
C -5.6202 -1.9118 -0.3959 -0.031 0.063 0.030 1.0302
C -5.3766 -1.1572 0.7591 -0.030 -0.026 -0.026 -0.8732
C -4.7821 0.0846 0.6730 -0.026 0.015 -0.054 -0.1309
C -4.4403 0.5919 -0.5749 0.030 -0.069 0.001 -0.1805
C -4.6960 -0.1332 -1.7376 0.021 0.010 0.053 -0.5357
C -5.2685 -1.3805 -1.6478 -0.018 -0.015 -0.014 -0.7892
S -3.7317 2.1700 -0.6862 -0.184 0.006 -0.076 1.1537
O -3.5446 2.7097 0.6238 0.033 0.071 0.022 -0.6144
O -4.4167 2.9311 -1.7004 0.084 -0.002 0.083 -0.7533
N -2.1883 1.8399 -1.2709 0.102 0.039 -0.141 -0.0159
C -1.6342 2.6441 -2.1190 -0.052 -0.113 0.128 0.2637
S -2.3403 4.0683 -2.9208 0.036 -0.011 -0.017 0.0266
C -0.8491 4.3468 -3.6591 -0.056 -0.005 0.013 -0.4129
C 0.0893 3.3789 -3.3013 0.052 -0.002 -0.026 -0.5443
N -0.3239 2.4440 -2.4644 -0.013 0.065 -0.008 0.2136
H -6.6263 -3.4224 0.5477 -0.009 0.000 -0.001 0.2117
H -6.5515 -3.5759 -1.1374 -0.025 0.007 0.004 0.2181
H -5.6531 -1.5544 1.7281 0.007 -0.007 -0.007 0.3651
H -4.5806 0.6627 1.5632 0.011 0.015 0.011 0.4541
H -4.4516 0.2860 -2.7055 0.008 -0.007 -0.006 0.4802
H -5.4660 -1.9520 -2.5465 -0.003 -0.002 0.001 0.3480
H -0.6904 5.1769 -4.3294 0.002 -0.006 0.001 0.4255
H 1.1033 3.3671 -3.6757 -0.011 0.003 0.016 0.3050



2.
73
Properties=species:S:1:pos:R:3:forces:R:3:mulliken_charge:R:1 method="wB97M-V/def2-TZVPD" fmax_ev_per_a=5.28 e_lumo_ha=-0.1775 charge=+1 mol_weight_g_mol=498.65
C -4.2123 0.0760 -2.1950 0.124 -0.459 0.069 -1.0095
N -2.7848 0.3302 -2.1458 1.205 0.596 0.058 0.2676
C -2.3009 1.6117 -2.2850 -0.586 -0.594 -0.058 0.4500
O -2.9660 2.6092 -2.4638 0.573 -0.664 0.084 -0.6600
C -0.7904 1.5361 -2.1627 0.950 0.273 -0.336 -0.1466
C -0.2880 2.4121 -1.0136 0.183 0.106 0.364 -0.3575
C -0.5880 3.8655 -1.2011 0.115 0.280 -0.586 0.5948
C -0.1613 4.6613 -2.2357 -0.072 -0.525 0.600 -0.8161
N -0.6576 5.9335 -2.0850 -0.109 0.488 -0.255 -0.0281
C -1.4431 5.9670 -0.9444 -0.096 -0.300 0.346 -0.6884
C -2.1857 6.9915 -0.3402 0.452 -0.035 -0.622 -0.8372
C -2.8755 6.7116 0.8082 -0.069 -0.107 0.166 -0.5605
C -2.8466 5.4328 1.3891 -0.091 0.073 0.045 -0.8423
C -2.1284 4.4190 0.8151 0.284 0.196 -0.494 -0.3912
C -1.4150 4.6797 -0.3688 -0.068 0.095 0.079 0.9719
N -0.4576 0.0879 -1.9823 1.365 -0.199 0.028 0.5155
C 0.8134 -0.3979 -1.8724 -3.137 1.587 -0.228 0.1906
C 1.1010 -1.7349 -1.6990 0.826 -1.634 0.205 0.6630
C 2.3516 -2.3034 -1.5625 -1.285 1.007 -0.231 -0.8425
C 2.5496 -3.7050 -1.3930 0.206 -1.066 0.144 0.9414
C 3.8460 -4.2369 -1.2463 -0.414 0.517 -0.079 -0.4633
C 4.0415 -5.5884 -1.0865 0.238 -0.241 0.040 -0.7236
C 2.9630 -6.4550 -1.0675 0.181 0.001 0.003 -0.3335
C 1.6805 -5.9607 -1.2099 -0.281 -0.066 -0.008 -0.8256
C 1.4712 -4.6135 -1.3693 0.238 0.332 -0.023 -0.3022
C -1.7346 -0.7145 -1.9637 -0.777 0.020 -0.037 0.2622
C -1.9220 -1.3908 -0.6086 0.089 0.085 0.179 -1.5523
C -1.8014 -1.6880 -3.1407 0.174 0.062 -0.152 -1.6043
H -4.7382 1.0208 -2.3246 0.251 0.006 0.006 0.3803
H -4.4540 -0.5795 -3.0299 -0.095 -0.033 -0.050 0.3122
H -4.5460 -0.3860 -1.2677 -0.101 -0.032 0.048 0.3305
H -0.3445 1.8694 -3.1093 -0.103 -0.009 0.163 0.3560
H -0.7463 2.0613 -0.0850 -0.052 -0.027 -0.005 0.0475
H 0.7891 2.2810 -0.8762 0.036 -0.176 -0.126 0.5919
H 0.4702 4.3442 -3.0493 0.023 0.398 -0.191 0.4560
H -0.5021 6.7183 -2.7237 -0.128 -0.709 0.552 0.2324
H -2.2010 7.9727 -0.7817 -0.082 0.270 -0.032 0.4146
H -3.4552 7.4879 1.2801 -0.063 0.128 0.055 0.3957
H -3.4005 5.2511 2.2966 -0.071 0.004 0.103 0.4113
H -2.1020 3.4394 1.2573 -0.021 -0.284 0.167 0.4398
H 1.6194 0.3084 -1.9197 0.104 0.555 -0.038 0.5381
H 0.2699 -2.4048 -1.6715 -0.146 -0.118 0.029 -0.7665
H 3.2115 -1.6590 -1.5939 0.410 0.161 0.042 0.4401
H 4.6888 -3.5690 -1.2619 0.231 0.173 0.003 0.4130
H 5.0393 -5.9814 -0.9783 0.143 0.007 0.013 0.4101
H 3.1182 -7.5142 -0.9476 0.060 -0.151 0.028 0.4237
H 0.8433 -6.6382 -1.1991 -0.153 -0.073 -0.001 0.4210
H 0.4642 -4.2593 -1.4847 -0.264 -0.002 -0.013 0.4132
H -1.9519 -0.6358 0.1757 -0.011 0.047 0.027 0.3967
H -2.8553 -1.9514 -0.5819 -0.015 0.021 -0.099 0.4684
H -1.1122 -2.0771 -0.3707 -0.077 -0.047 -0.011 0.3298
H -1.7621 -1.1385 -4.0801 -0.008 0.066 -0.018 0.4010
H -0.9799 -2.3999 -3.1464 -0.047 -0.055 0.032 0.3541
H -2.7313 -2.2547 -3.1217 -0.023 0.060 0.117 0.4605
N 1.3469 3.4119 1.6786 -1.111 -5.051 1.057 -0.7821
N 1.1287 2.2972 1.9818 1.176 3.761 -0.055 0.7736
N 0.9042 1.1289 2.3152 -1.388 1.737 -4.080 -0.0126
C 1.3333 0.6620 3.5416 1.096 -0.465 2.777 -1.0973
C 1.0441 -0.8312 3.7127 -0.009 -0.359 -0.523 0.4296
C 1.3546 -1.3783 5.1246 0.177 0.144 -0.207 -0.7568
C 1.8922 -2.8034 4.8947 -0.142 -0.126 0.022 -0.5824
C 2.4644 -2.7925 3.4670 0.196 0.242 -0.204 -0.4629
N 1.8852 -1.6208 2.7739 -0.386 0.024 0.003 -0.3819
H 2.4120 0.8391 3.6181 0.101 -0.273 0.315 0.3951
H 0.8474 1.2497 4.3285 -0.019 -0.178 0.294 0.3611
H -0.0142 -1.0164 3.4716 0.068 0.222 0.145 0.1846
H 2.1110 -0.7536 5.6112 0.003 -0.049 -0.103 0.3412
H 0.4725 -1.3676 5.7753 0.166 0.027 -0.216 0.3840
H 2.6486 -3.0871 5.6381 -0.199 0.107 -0.209 0.3293
H 1.0817 -3.5387 4.9769 0.093 0.189 -0.063 0.2877
H 3.5528 -2.6663 3.4843 -0.081 -0.124 0.098 0.2773
H 2.2583 -3.7214 2.9216 -0.020 0.121 0.129 0.2190
H 1.3859 -1.8531 1.9099 0.258 0.045 0.715 0.1498



3.
76
Properties=species:S:1:pos:R:3:forces:R:3:mulliken_charge:R:1 method="wB97M-V/def2-TZVPD" relative_energy_kj_mol=9.8 multiplicity=2 fmax_ev_per_a=0.53 e_lumo_ha="-0.0898 / -0.1345" charge=+1 mol_weight_g_mol=770.92
Cu 0.7543 -0.5602 0.7907 0.231 -0.340 0.339 -0.4827
O 1.0207 0.4277 -3.5007 0.073 -0.063 -0.137 -0.7467
C -0.1910 -0.0676 -3.8616 0.034 -0.019 -0.021 0.1986
C -0.5771 0.0998 -5.1857 -0.038 -0.009 -0.048 -0.5120
C -1.8094 -0.3573 -5.6157 0.004 0.018 0.007 -0.5000
C -2.6657 -0.9992 -4.7297 0.032 0.031 0.025 -0.9138
C -2.2691 -1.1790 -3.4146 -0.033 0.043 0.005 -0.8141
C -1.0416 -0.7097 -2.9504 0.026 -0.120 -0.066 0.4840
C -0.5321 -0.9625 -1.5480 -0.047 -0.260 0.051 0.2789
O 0.2208 0.1130 -1.0538 -0.227 0.225 -0.151 0.1416
N -1.6458 -1.2287 -0.6139 -0.017 0.378 -0.075 0.1240
N -1.2829 -1.1763 0.6931 0.158 -0.145 -0.184 -0.2459
C -2.0568 -1.6035 1.6065 -0.026 0.044 0.291 -0.3393
C -1.7685 -1.3499 3.0207 0.027 0.019 -0.310 0.0433
Br -0.3708 -0.1038 3.3710 -0.059 0.041 0.064 -0.1290
C -2.4645 -1.8306 4.0487 -0.181 -0.202 0.064 -0.7776
C -3.5297 -2.8509 3.9567 0.120 0.085 0.027 0.4412
C -4.6872 -2.6904 4.7180 -0.076 0.018 -0.009 -0.4375
C -5.6959 -3.6388 4.6719 0.035 -0.006 -0.008 -0.5154
C -5.5525 -4.7699 3.8781 0.020 0.028 -0.010 -0.4426
C -4.3961 -4.9482 3.1319 -0.013 0.021 0.021 -0.5886
C -3.3880 -3.9960 3.1735 0.011 -0.023 -0.025 -0.3901
H 1.0741 0.3662 -2.5276 -0.047 0.036 0.038 0.2648
H 0.1100 0.5923 -5.8614 -0.018 0.021 0.013 0.4640
H -2.1046 -0.2100 -6.6463 0.011 -0.023 0.000 0.4091
H -3.6272 -1.3664 -5.0606 0.003 0.002 -0.002 0.4299
H -2.9465 -1.7027 -2.7521 -0.006 0.028 0.029 0.2787
H 0.1222 -1.8482 -1.5728 0.118 0.019 0.035 0.6359
H -2.3180 -1.9394 -0.8671 0.070 -0.133 -0.001 0.3609
H -2.9962 -2.1060 1.3786 -0.027 0.053 0.010 0.5354
H -2.2447 -1.4487 5.0391 -0.009 -0.003 -0.001 0.4419
H -4.8038 -1.8061 5.3335 0.023 -0.035 0.030 0.4171
H -6.5907 -3.5015 5.2645 0.001 0.005 -0.013 0.3849
H -6.3350 -5.5166 3.8526 0.005 0.003 -0.002 0.3935
H -4.2702 -5.8390 2.5306 0.002 0.001 0.003 0.3921
H -2.4668 -4.1610 2.6269 -0.009 -0.006 0.016 0.5695
N 3.8251 0.0982 -0.0445 -0.081 0.030 0.025 -0.2642
C 3.9177 -0.9378 0.7915 0.074 -0.152 -0.121 0.4792
S 2.5542 -1.7442 1.4259 -0.018 0.280 0.007 -0.2577
N 5.1323 -1.3863 1.1361 -0.021 0.029 0.102 -0.0825
C 6.4058 -0.8737 0.7453 -0.075 -0.039 -0.042 0.2139
C 6.6997 0.4819 0.8274 0.006 0.012 0.067 -0.2285
C 7.9542 0.9332 0.4402 -0.004 -0.014 -0.008 -0.5346
C 8.9161 0.0377 -0.0032 -0.033 -0.017 0.014 -0.5071
C 8.6258 -1.3194 -0.0452 0.007 0.014 0.007 -0.5012
C 7.3712 -1.7774 0.3242 0.060 -0.025 -0.080 -0.5484
H 2.9080 0.3289 -0.3898 -0.015 0.008 -0.027 -0.1320
H 4.6383 0.4602 -0.5173 0.016 -0.003 -0.007 0.3362
H 5.1234 -2.2376 1.6766 0.009 0.033 0.069 0.2848
H 5.9730 1.1754 1.2312 -0.017 -0.006 -0.025 0.5681
H 8.1832 1.9883 0.5082 0.001 -0.004 -0.010 0.3807
H 9.8920 0.3937 -0.3032 0.003 -0.001 0.012 0.3964
H 9.3760 -2.0266 -0.3730 -0.006 0.011 -0.001 0.3734
H 7.1390 -2.8347 0.2819 -0.016 0.019 -0.015 0.3985
C -2.8909 4.2636 0.6260 -0.124 -0.092 0.062 -1.0051
C -3.0568 2.7895 0.2638 0.018 0.163 0.100 -0.7311
Sb -1.3271 1.9459 -0.7451 -0.001 -0.080 -0.084 0.8914
C 0.2699 3.2177 -0.1614 0.080 -0.072 0.130 -0.9227
C 0.8060 2.9799 1.2479 -0.034 0.053 -0.052 -0.8461
C -1.5163 2.6153 -2.7613 -0.092 0.063 0.007 -0.4407
C -2.1536 3.9991 -2.8722 0.055 -0.046 -0.059 -1.3191
H -3.7728 4.6069 1.1713 0.010 0.024 -0.002 0.4045
H -2.7841 4.8970 -0.2521 0.026 0.005 -0.028 0.2383
H -2.0292 4.4293 1.2735 0.009 -0.013 -0.003 0.2242
H -3.8916 2.6074 -0.4142 -0.024 0.034 0.019 0.4879
H -3.2038 2.1744 1.1506 -0.047 -0.002 0.002 0.4309
H -0.1103 4.2335 -0.2826 0.073 0.034 0.005 0.5188
H 1.0431 3.0601 -0.9156 0.008 0.046 -0.008 0.5185
H 0.0322 3.1097 2.0067 -0.002 -0.009 -0.013 0.2340
H 1.6138 3.6762 1.4783 0.002 -0.019 0.004 0.4319
H 1.1996 1.9656 1.3579 0.026 -0.014 0.008 -0.0255
H -2.0861 1.8652 -3.3063 -0.017 0.017 -0.031 0.1980
H -0.4969 2.6024 -3.1493 -0.025 -0.002 -0.055 0.4513
H -3.1766 4.0088 -2.4947 0.004 0.000 0.012 0.2919
H -2.1925 4.3008 -3.9204 -0.008 0.004 0.006 0.4413
H -1.5843 4.7611 -2.3381 0.003 -0.002 0.005 0.2986